1.
# C25H31CsF5GeN4O3Se

C25H31CsF5GeN4O3Se as an isolated structure (wB97M-V/def2-TZVPD, the OMol25 dataset).

Each line ends with the Löwdin spin population.
Positions of all 71 atoms, in Å:
Cs: 0.592 -0.053 0.667  0.000
C: 2.941 -2.717 -0.746  0.000
C: 1.603 -3.459 -0.733  0.000
C: 1.568 -4.477 -1.879  0.000
C: 1.427 -4.197 0.592  0.000
O: 0.537 -2.533 -0.826  0.000
Ge: -0.152 -1.813 -2.422  0.000
O: 1.054 -0.374 -2.301  0.000
C: 1.140 0.675 -3.239  0.000
C: 1.080 0.163 -4.683  0.000
C: 2.492 1.352 -3.010  0.000
C: 0.016 1.688 -3.009  0.001
O: -1.464 -0.862 -1.462  0.000
C: -2.755 -1.332 -1.147  0.000
C: -3.665 -0.109 -1.046  0.000
C: -2.720 -2.066 0.196  0.000
C: -3.305 -2.273 -2.226  0.000
H: 3.776 -3.423 -0.717  0.000
H: 3.033 -2.061 0.124  0.000
H: 3.015 -2.107 -1.648  0.000
H: 2.326 -5.249 -1.728  0.000
H: 1.755 -3.991 -2.839  0.000
H: 0.584 -4.950 -1.925  0.000
H: 2.242 -4.907 0.762  0.000
H: 0.479 -4.740 0.590  0.000
H: 1.420 -3.482 1.413  0.000
H: 1.840 -0.606 -4.840  0.000
H: 1.257 0.984 -5.384  0.000
H: 0.105 -0.276 -4.902  0.000
H: 3.299 0.636 -3.179  0.000
H: 2.559 1.706 -1.980  0.000
H: 2.628 2.207 -3.679  0.000
H: -0.956 1.197 -3.075  0.000
H: 0.061 2.504 -3.736  0.000
H: 0.101 2.125 -2.011  0.000
H: -3.270 0.594 -0.311  0.000
H: -4.680 -0.394 -0.754  0.000
H: -3.706 0.402 -2.010  0.000
H: -2.446 -1.383 1.005  0.000
H: -1.984 -2.871 0.162  0.000
H: -3.701 -2.485 0.442  0.000
H: -3.263 -1.784 -3.202  0.000
H: -4.343 -2.536 -2.007  0.000
H: -2.717 -3.191 -2.283  0.000
F: 0.829 -2.521 3.913  0.000
C: 2.185 -2.328 3.766  0.000
C: 2.659 -1.480 2.803  0.000
C: 4.023 -1.384 2.768  0.000
F: 4.637 -0.563 1.848  0.000
C: 4.887 -2.075 3.599  0.000
F: 6.235 -1.953 3.523  0.000
C: 4.350 -2.925 4.549  0.000
F: 5.159 -3.614 5.384  0.000
C: 2.976 -3.057 4.638  0.000
F: 2.462 -3.891 5.574  0.000
N: -0.286 2.900 2.061  0.095
C: -0.565 3.526 3.010  0.029
N: -0.919 4.144 4.098  0.027
C: -0.581 5.407 4.254  0.004
N: -0.340 6.525 4.467  0.009
Se: -1.960 3.542 -0.054  0.694
C: -2.863 4.962 0.819  0.058
C: -4.253 5.053 0.780  0.035
C: -4.870 6.122 1.409  -0.003
N: -4.226 7.063 2.098  0.026
C: -2.896 6.946 2.159  -0.004
C: -2.178 5.946 1.526  0.026
H: -4.847 4.302 0.276  0.004
H: -5.951 6.215 1.368  -0.001
H: -2.369 7.685 2.752  -0.001
H: -1.100 5.926 1.599  0.001

Values from the calculation:
* 2S+1: 2
* HOMO-LUMO gap (alpha / beta): 6.51 / 5.65 eV
* charge: -2
* relative energy (zero: lowest compared OMol25 entry of this formula, charge and spin): 0.3725 eV
* LUMO (alpha / beta): 3.69 / 2.83 eV

***

2.
# CH4N2OS2

One molecule with the formula CH4N2OS2 at a distorted geometry (wB97M-V/def2-TZVPD, the OMol25 dataset).

Each line ends with the Mulliken charge.
Positions of all 10 atoms, in Å:
O: -2.220 -0.741 -0.162  -0.607
C: -1.048 -0.428 0.155  0.653
N: -0.698 0.950 0.567  -0.380
S: 0.558 1.777 -0.196  -0.190
N: 0.002 -1.210 -0.155  -0.211
S: 1.649 -1.005 0.147  -0.234
H: -1.644 1.587 0.198  0.333
H: 1.576 1.403 0.740  0.181
H: -0.417 -2.047 -0.367  0.255
H: 2.243 -0.286 -0.928  0.200

Values from the calculation:
* SMILES: O=C(NS)NS
* HOMO-LUMO gap: 8.94 eV
* charge: 0
* relative energy (zero: lowest compared OMol25 entry of this formula, charge and spin): 1.9707 eV
* LUMO: 0.15 eV

***

3.
# C5H6OS2

One molecule with the formula C5H6OS2 at a distorted geometry (wB97M-V/def2-TZVPD, the OMol25 dataset).

Each line ends with the Mulliken charge.
Positions of all 14 atoms, in Å:
C: -1.760 -0.015 0.026  -0.239
C: -3.006 0.867 -0.106  -0.254
C: -0.347 -0.258 0.045  -0.200
C: 1.118 0.164 0.011  0.618
C: 2.158 -0.885 -0.011  -1.262
O: 2.922 1.981 0.008  -0.524
S: -4.475 0.195 0.026  -0.205
S: 1.469 1.796 0.013  0.335
H: -2.220 -0.992 0.180  0.246
H: -2.891 1.929 -0.291  0.307
H: -0.255 -1.339 0.156  0.155
H: 3.134 -0.401 -0.020  0.387
H: 2.063 -1.509 -0.901  0.310
H: 2.090 -1.533 0.864  0.326

Values from the calculation:
* HOMO-LUMO gap: 6.99 eV
* charge: 0
* relative energy (zero: lowest compared OMol25 entry of this formula, charge and spin): 3.5617 eV
* LUMO: -1.75 eV

***

4.
# C7H35O13

A 13-piece molecular cluster, C7H35O13 overall at a distorted geometry (wB97M-V/def2-TZVPD, the OMol25 dataset).

Each line ends with the Mulliken charge.
Positions of all 55 atoms, in Å:
C: -1.326 1.235 2.537  -0.774
O: -2.203 0.574 1.649  -0.552
C: -0.481 0.167 3.278  0.436
C: 0.687 0.767 4.022  -1.130
C: 1.991 0.593 3.211  0.554
C: 2.593 -0.596 3.265  -1.022
C: 2.152 1.846 1.093  0.143
C: 2.546 1.655 2.337  -0.739
H: -0.670 1.930 1.998  0.253
H: -2.050 1.610 3.269  0.315
H: -1.261 -0.337 3.871  0.356
H: -0.171 -0.627 2.586  -0.342
H: 0.992 0.465 5.011  0.503
H: 0.579 1.867 4.043  0.390
H: 2.233 -1.458 3.818  0.399
H: 3.336 -0.869 2.513  0.298
H: 2.307 2.769 0.549  0.387
H: 1.600 1.095 0.544  -0.300
H: 3.202 2.290 2.938  0.326
H: -1.041 -0.282 -2.055  0.513
H: -1.712 -0.194 -3.546  0.287
O: -0.889 -0.251 -3.054  -0.751
H: -4.060 -1.886 1.132  0.319
H: -3.973 -1.024 -0.061  0.374
O: -4.357 -1.875 0.210  -0.677
H: -1.748 -3.062 -0.565  0.260
H: -0.926 -1.670 -0.264  0.591
O: -0.989 -2.662 -0.127  -0.734
H: 2.468 -0.512 -4.352  0.320
H: 3.199 -1.314 -3.380  0.276
O: 2.945 -0.395 -3.509  -0.652
H: 0.637 -2.985 2.135  0.289
H: 0.524 -3.660 0.875  0.331
O: 0.588 -3.890 1.819  -0.676
H: -2.394 0.667 -1.100  0.254
H: -3.086 1.922 -0.512  0.348
O: -3.105 1.331 -1.275  -0.755
H: -0.893 3.765 -1.408  0.454
H: -0.204 4.153 -0.072  0.273
O: -0.879 4.420 -0.675  -0.671
H: -0.703 -3.424 -1.919  0.346
H: 0.699 -3.167 -1.887  0.301
O: 0.063 -3.516 -2.528  -0.669
H: 0.762 -2.566 -4.320  0.322
H: -0.004 -1.349 -4.250  0.420
O: 0.620 -1.786 -4.881  -0.690
H: 2.344 1.268 -2.651  0.363
H: 2.328 0.948 -1.172  0.306
O: 2.187 1.675 -1.783  -0.619
H: -1.089 1.651 -2.637  0.359
H: 0.309 1.807 -2.244  0.399
O: -0.415 2.353 -2.605  -0.736
H: -0.328 0.472 -0.159  -0.055
H: -1.898 0.156 0.774  0.340
O: -1.035 -0.092 -0.489  -0.862

Values from the calculation:
* HOMO-LUMO gap: 9.43 eV
* charge: -1
* relative energy (zero: lowest compared OMol25 entry of this formula, charge and spin): 0.0000 eV
* LUMO: 2.51 eV

***

5.
# C40H69Cl2FN10O7P2S2

A 9-piece molecular cluster, C40H69Cl2FN10O7P2S2 overall at a distorted geometry (wB97M-V/def2-TZVPD, the OMol25 dataset).

Each line ends with the Mulliken charge.
Positions of all 133 atoms, in Å:
C: 2.119 3.375 2.635  -1.254
C: 1.962 3.252 1.092  0.775
C: 0.712 3.931 0.587  0.134
O: 0.227 4.799 1.204  -0.529
O: 0.139 3.595 -0.613  -0.369
C: -1.028 2.782 -0.442  0.361
C: -1.811 2.775 -1.780  -1.870
C: -1.394 1.590 -2.663  0.964
F: -0.003 1.464 -2.508  -0.474
N: -1.618 1.740 -4.065  -0.131
C: -1.182 3.032 -4.623  -0.603
C: -2.460 3.825 -4.952  -0.065
O: -2.536 4.622 -5.822  -0.495
C: -2.066 0.268 -2.059  -1.024
O: -1.046 -0.450 -1.475  0.128
C: -1.327 -1.430 -0.436  -0.056
C: -1.238 -2.820 -1.202  -1.835
C: -0.716 -4.064 -0.444  -0.133
C: 0.588 -4.711 -1.027  -1.382
S: 2.133 -4.170 -0.268  0.055
C: 2.316 -4.965 1.302  -0.263
S: 1.008 -5.644 2.043  -0.242
N: 3.601 -4.919 1.806  0.454
C: 4.127 -3.542 1.850  0.165
C: 5.283 -3.390 0.833  -1.108
C: 3.730 -5.631 3.077  -0.940
C: 3.758 -7.179 2.899  -0.847
C: -2.662 -1.325 0.285  0.139
Cl: -2.947 0.252 1.175  -0.136
C: -3.156 -2.433 1.243  -0.112
C: -2.309 -2.791 2.467  -1.221
Cl: -3.849 -3.882 0.386  -0.191
P: 0.277 -1.349 0.624  0.879
C: 0.086 -0.348 2.177  -1.425
C: 1.545 -0.346 -0.323  0.459
C: 1.994 -0.973 -1.663  -1.419
P: -2.964 -0.626 -3.455  0.767
O: -2.058 -1.209 -4.450  -0.796
O: -4.117 0.341 -4.101  -0.525
O: -3.860 -1.852 -2.825  -0.490
H: 2.501 2.424 3.018  0.391
H: 2.832 4.155 2.908  0.402
H: 1.157 3.603 3.101  0.224
H: 2.015 2.193 0.836  -0.540
H: 2.868 3.702 0.669  0.415
H: -1.670 3.309 0.279  0.758
H: -0.825 1.774 -0.065  -0.493
H: -1.644 3.769 -2.203  0.509
H: -2.864 2.739 -1.479  0.544
H: -1.022 1.041 -4.504  0.305
H: -0.522 3.610 -3.967  0.322
H: -0.717 2.840 -5.594  0.491
H: -3.370 3.588 -4.358  0.414
H: -2.875 0.654 -1.423  0.464
H: -2.242 -3.049 -1.576  0.726
H: -0.617 -2.676 -2.092  0.540
H: -0.632 -3.998 0.637  -0.475
H: -1.461 -4.858 -0.607  0.606
H: 0.617 -4.446 -2.091  0.554
H: 0.478 -5.795 -0.999  0.585
H: 3.377 -2.776 1.618  -0.556
H: 4.520 -3.291 2.840  0.592
H: 5.016 -3.809 -0.141  0.251
H: 6.169 -3.917 1.201  0.359
H: 5.538 -2.333 0.678  0.401
H: 3.020 -5.311 3.850  0.475
H: 4.723 -5.371 3.466  0.523
H: 4.758 -7.578 3.081  0.356
H: 3.031 -7.595 3.601  0.295
H: 3.428 -7.407 1.883  0.110
H: -3.447 -1.294 -0.483  0.506
H: -4.065 -2.003 1.668  0.736
H: -2.710 -3.719 2.888  0.460
H: -1.234 -2.902 2.312  0.144
H: -2.489 -2.023 3.228  0.288
H: 1.112 -0.108 2.501  0.438
H: -0.373 -0.867 3.017  0.402
H: -0.375 0.632 1.999  0.238
H: 2.417 -0.363 0.348  0.934
H: 1.240 0.702 -0.386  -0.877
H: 2.906 -1.545 -1.474  0.384
H: 2.283 -0.161 -2.339  0.339
H: 1.262 -1.620 -2.145  0.171
H: -4.298 -0.057 -4.967  0.377
H: -4.771 -1.787 -3.143  0.319
C: -1.892 6.511 3.239  -0.360
C: -1.808 5.496 4.294  0.312
N: -1.745 4.706 5.111  -0.422
H: -1.589 7.481 3.626  0.134
H: -1.245 6.235 2.408  0.145
H: -2.919 6.582 2.881  0.227
C: 0.867 2.365 6.386  -0.728
C: 1.600 1.236 5.806  0.432
N: 2.174 0.373 5.335  -0.414
H: 0.666 3.108 5.617  0.143
H: -0.079 2.019 6.798  0.296
H: 1.455 2.823 7.179  0.339
C: -4.176 9.905 2.600  -0.784
C: -2.838 9.880 3.201  0.399
N: -1.802 9.882 3.666  -0.421
H: -4.676 8.954 2.773  0.266
H: -4.764 10.704 3.047  0.303
H: -4.095 10.076 1.529  0.268
C: -1.447 7.683 -5.164  -0.286
C: -2.302 8.618 -4.424  0.253
N: -2.968 9.339 -3.850  -0.358
H: -1.932 6.711 -5.230  -0.138
H: -1.269 8.061 -6.169  0.284
H: -0.493 7.572 -4.652  0.263
C: 2.233 -1.482 8.350  -0.551
C: 3.262 -2.157 9.149  0.236
N: 4.060 -2.679 9.769  -0.348
H: 2.692 -0.732 7.711  0.100
H: 1.714 -2.208 7.728  0.265
H: 1.514 -0.999 9.009  0.272
C: 5.349 -9.461 0.058  -0.885
C: 5.244 -8.050 -0.326  0.356
N: 5.156 -6.956 -0.622  -0.312
H: 6.144 -9.586 0.791  0.272
H: 4.408 -9.795 0.492  0.275
H: 5.573 -10.066 -0.818  0.340
C: -2.812 4.920 -9.185  -0.605
C: -2.946 6.039 -10.124  0.220
N: -3.049 6.908 -10.850  -0.338
H: -1.793 4.873 -8.808  0.215
H: -3.493 5.055 -8.348  0.185
H: -3.048 3.985 -9.690  0.322
C: -1.320 -7.230 -3.936  -0.758
C: 0.008 -7.336 -3.323  0.442
N: 1.037 -7.418 -2.844  -0.371
H: -1.883 -8.144 -3.756  0.297
H: -1.859 -6.388 -3.505  0.178
H: -1.220 -7.078 -5.009  0.289

Values from the calculation:
* SMILES: CCC(=O)OCC[C@](F)(NCC=O)[C@H](O[C@](CCCSC(=S)N(CC)CC)([C@H](Cl)[C@H](C)Cl)P(C)CC)P(=O)(O)O.CC#N.CC#N.CC#N.CC#N.CC#N.CC#N.CC#N.CC#N
* HOMO-LUMO gap: 7.47 eV
* charge: 0
* LUMO: -0.14 eV